(1)
C7H17N3 | wB97M-V/def2-TZVPD

The geometry in XYZ format:
```
27
Properties=species:S:1:pos:R:3:forces:R:3:lowdin_charge:R:1
C 2.106 -0.488 -0.603 -0.486 0.005 -0.200 0.00
C 1.441 0.574 -0.135 0.718 0.252 2.535 -0.41
C 1.736 1.963 -0.622 -0.314 -0.153 -0.097 -0.06
N 0.658 0.496 1.081 0.241 -0.453 -1.637 -0.07
C 0.629 1.547 2.072 0.283 0.167 -0.211 -0.12
H 2.800 -0.396 -1.418 -0.056 0.092 -0.320 0.06
H 1.918 -1.483 -0.235 0.100 -0.173 0.323 0.06
H 2.219 1.930 -1.596 -0.057 -0.013 -0.038 0.08
H 2.407 2.482 0.062 -0.035 0.029 0.112 0.08
H 0.817 2.544 -0.694 -0.020 0.150 -0.094 0.08
H 0.693 -0.432 1.483 -0.030 0.147 -0.139 0.12
H 1.602 1.708 2.556 -0.060 0.066 0.052 0.08
H 0.315 2.487 1.618 0.009 0.012 0.065 0.07
H -0.103 1.293 2.840 0.043 -0.018 -0.052 0.08
C -1.385 -2.564 -0.131 0.274 -0.213 0.091 0.02
C -1.630 -1.257 -0.189 -0.082 0.696 -0.916 -0.45
C -2.519 -0.540 0.784 0.194 -0.033 0.062 -0.06
N -1.194 -0.435 -1.239 -0.946 -0.570 0.382 -0.09
N -0.516 -1.040 -2.317 0.256 0.211 0.226 0.02
H -1.779 -3.169 0.666 -0.188 -0.007 0.167 0.04
H -0.795 -3.062 -0.878 0.108 -0.057 -0.193 0.03
H -3.427 -0.200 0.287 -0.034 0.021 -0.045 0.08
H -2.795 -1.200 1.601 -0.021 -0.051 0.055 0.07
H -2.012 0.328 1.204 0.024 0.101 0.011 0.05
H -1.131 0.553 -1.009 0.506 -0.415 -0.339 0.12
H 0.461 -1.214 -2.064 -0.203 0.257 -0.027 0.04
H -0.516 -0.425 -3.125 -0.226 -0.049 0.226 0.08
```
Forces are in eV/Å.

Calculated values
LUMO: 0.8 eV
structure (SMILES): C=C(C)NC.C=C(C)NN
HOMO-LUMO gap: 8.3 eV
electronic energy: -12002.780 eV

=====

(2)
C7H17N3O4 | wB97M-V/def2-TZVPD

The geometry in XYZ format:
```
31
Properties=species:S:1:pos:R:3:forces:R:3:lowdin_charge:R:1
C -1.364 -2.838 -0.149 -0.351 -0.195 0.228 0.04
N 0.096 -3.108 -0.344 0.305 0.663 -0.650 -0.42
O 0.887 -2.179 -0.169 -0.815 -0.808 0.055 0.03
O 0.400 -4.223 -0.703 -0.031 0.230 0.269 0.09
H -1.606 -1.783 -0.219 0.423 0.084 0.252 0.07
H -1.604 -3.249 0.830 -0.031 0.168 0.055 0.11
H -1.964 -3.362 -0.887 0.412 -0.262 -0.115 0.10
C -0.484 -0.169 -2.548 0.240 -0.595 0.248 -0.07
N -0.655 1.239 -2.329 0.623 0.650 0.243 -0.20
C -0.655 2.118 -3.483 -2.297 -1.335 -0.724 -0.04
C -1.121 1.709 -1.138 -0.459 -0.589 -0.529 -0.33
O -1.820 2.691 -1.012 0.435 0.334 0.327 0.03
H -1.370 -0.670 -2.957 -0.099 0.365 -0.379 0.10
H -0.309 -0.708 -1.617 0.305 0.405 0.155 0.04
H 0.369 -0.366 -3.197 -0.018 0.015 -0.062 0.10
H -1.046 3.096 -3.221 0.921 0.291 0.221 0.09
H 0.227 1.996 -4.106 0.344 0.518 0.401 0.09
H -1.487 1.750 -4.112 0.227 0.069 -0.273 0.09
H -0.819 1.051 -0.311 -0.245 0.035 0.063 0.10
C -0.013 0.815 2.087 0.631 0.080 -0.313 -0.07
N 1.163 0.424 2.863 -0.798 -0.103 -0.379 -0.19
C 2.296 0.014 2.056 0.988 1.391 1.018 -0.04
C 1.307 0.945 4.109 -0.520 -1.514 0.757 -0.35
O 2.207 0.695 4.884 0.326 0.625 -0.416 0.02
H 0.286 1.756 1.617 -0.862 0.167 -0.260 0.10
H -0.956 0.848 2.629 0.328 0.496 0.527 0.09
H -0.241 0.086 1.309 0.577 -0.174 -0.007 0.05
H 2.063 -0.841 1.435 0.256 -0.047 0.010 0.06
H 2.679 0.890 1.510 -0.634 -0.217 -0.786 0.10
H 3.156 -0.062 2.727 -0.276 -1.077 0.131 0.09
H 0.379 1.437 4.446 0.093 0.329 -0.067 0.13
```
Forces are in eV/Å.

Calculated values
LUMO: -0.4 eV
structure (SMILES): C[N+](=O)[O-].CN(C)C=O.CN(C)C=O
HOMO-LUMO gap: 8.9 eV
electronic energy: -20191.186 eV

=====

(3)
C7H17NO | wB97M-V/def2-TZVPD

The geometry in XYZ format:
```
26
Properties=species:S:1:pos:R:3:forces:R:3:lowdin_charge:R:1
C -1.031 -0.189 0.249 0.224 -0.317 0.113 -0.45
C -1.246 1.173 0.890 0.280 -0.030 -0.091 -0.05
C -1.419 -1.326 1.180 0.137 -0.073 0.038 -0.07
C -1.707 -0.333 -1.104 0.226 0.091 -0.051 -0.06
H 0.229 0.240 -0.358 1.004 0.534 -0.754 0.12
H -0.889 1.966 0.233 -0.032 0.026 0.002 0.09
H -0.937 -1.251 2.154 0.034 0.023 -0.057 0.08
H -1.433 0.487 -1.765 0.029 -0.001 -0.004 0.08
H -0.732 1.255 1.850 -0.010 -0.035 -0.032 0.08
H -2.315 1.325 1.075 0.076 -0.091 -0.058 0.10
H -2.502 -1.296 1.346 0.033 0.080 -0.098 0.09
H -1.188 -2.303 0.749 0.037 0.050 -0.011 0.08
H -1.427 -1.275 -1.582 -0.046 0.021 0.048 0.08
H -2.795 -0.329 -0.969 0.099 -0.054 0.087 0.09
C 1.869 1.942 -0.994 -0.144 -0.101 0.194 -0.27
C 1.008 -0.758 0.068 -0.910 0.211 0.839 -0.35
N 1.226 -1.641 -0.930 -0.082 -0.066 -0.327 0.12
C 1.662 -0.551 1.208 -0.133 0.106 -0.299 0.05
O 0.981 0.978 -1.435 -0.707 -0.371 0.384 -0.34
H 1.196 -2.634 -0.757 -0.099 0.239 -0.010 0.11
H 1.099 -1.281 -1.866 0.140 -0.083 0.116 0.10
H 1.364 2.890 -0.734 0.081 -0.012 -0.022 0.06
H 2.640 2.176 -1.745 -0.118 -0.077 0.028 0.07
H 2.417 1.619 -0.082 -0.015 0.004 -0.012 0.06
H 1.288 0.107 1.977 -0.090 -0.067 0.014 0.06
H 2.642 -0.989 1.341 -0.015 -0.006 -0.037 0.07
```
Forces are in eV/Å.

Calculated values
LUMO (spin up / spin down): 0.7 / 0.7 eV
HOMO-LUMO gap (spin up / spin down): 8.5 / 8.5 eV
electronic energy: -11067.711 eV

=====

(4)
C7H17NO | wB97M-V/def2-TZVPD

The geometry in XYZ format:
```
26
Properties=species:S:1:pos:R:3:forces:R:3:lowdin_charge:R:1
C 1.415 -0.815 0.534 0.854 -0.572 0.573 -0.10
C 0.986 0.482 1.298 -0.216 -2.189 -2.198 -0.17
N -0.459 0.691 1.070 1.752 -0.504 1.007 -0.14
C -0.743 1.825 0.234 0.527 1.700 0.204 -0.08
C -1.358 0.355 2.063 -1.274 1.454 -1.306 -0.49
C -1.261 -0.941 2.828 1.273 0.724 -0.483 0.02
O -2.372 1.038 2.100 -0.258 -0.354 0.766 0.04
H 2.211 -1.305 1.104 -0.058 -0.077 0.105 0.07
H 1.842 -0.770 -0.465 -0.146 0.789 -0.054 0.05
H 0.597 -1.529 0.458 -0.094 0.094 0.171 0.06
H 1.315 0.248 2.306 -0.516 0.875 0.406 0.11
H 1.497 1.308 0.821 0.288 0.326 0.617 0.11
H -0.035 2.009 -0.583 -0.017 -1.221 -0.196 0.08
H -1.748 1.809 -0.157 -0.195 0.062 0.114 0.09
H -0.515 2.766 0.767 -0.888 -0.063 0.358 0.10
H -0.629 -1.589 2.219 -0.483 -0.550 0.228 0.07
H -0.793 -0.871 3.806 0.027 0.306 0.114 0.09
H -2.292 -1.208 2.952 -0.292 -0.684 -0.009 0.08
C 0.610 -0.174 -3.467 0.232 1.882 -1.472 -0.18
C -0.084 -0.806 -2.249 1.379 0.769 -1.344 -0.14
H -0.050 0.203 -4.267 -0.677 -0.739 0.317 0.06
H 1.076 0.816 -3.347 0.540 -0.433 0.911 0.06
H 1.317 -0.769 -4.047 0.072 -0.359 0.518 0.06
H 0.613 -1.536 -1.853 -0.648 -0.830 -0.264 0.04
H -1.015 -1.134 -2.697 -0.308 -0.596 1.104 0.07
H -0.124 -0.101 -1.428 -0.874 0.192 -0.188 0.02
```
Forces are in eV/Å.

Calculated values
LUMO: 0.9 eV
structure (SMILES): CCN(C)C(C)=O.CC
HOMO-LUMO gap: 9.9 eV
electronic energy: -11071.065 eV

=====

(5)
C7H17NO | wB97M-V/def2-TZVPD

The geometry in XYZ format:
```
26
Properties=species:S:1:pos:R:3:forces:R:3:lowdin_charge:R:1
C 1.465 0.160 2.024 0.131 0.063 0.133 -0.07
C 1.536 0.044 0.503 -0.980 -0.831 -0.319 -0.40
N 1.887 1.322 -0.092 0.068 0.168 -0.128 0.04
C 0.257 -0.713 -0.180 1.447 0.531 0.631 -0.26
C 0.746 -1.357 -1.490 -0.122 -0.062 0.128 -0.07
C -1.003 0.153 -0.385 -1.470 -1.163 -0.465 -0.55
C -1.527 0.846 0.872 -0.093 0.135 -0.012 -0.04
C -2.194 -0.793 -0.940 0.876 1.049 0.173 -0.01
O -0.790 1.130 -1.400 -0.059 0.349 -0.158 -0.04
H 2.423 0.513 2.426 -0.109 -0.060 -0.205 0.08
H 1.269 -0.817 2.479 -0.076 0.129 -0.094 0.08
H 0.706 0.862 2.372 -0.036 -0.088 -0.063 0.06
H 2.388 -0.619 0.310 -0.169 -0.051 -0.112 0.12
H 1.305 2.076 0.260 0.068 -0.079 -0.072 0.06
H 1.808 1.281 -1.106 0.004 0.126 0.290 0.07
H -0.003 -1.528 0.507 -0.045 0.116 0.013 0.13
H 1.648 -1.954 -1.317 -0.114 0.146 0.071 0.08
H 0.980 -0.607 -2.251 -0.089 -0.036 0.066 0.08
H 0.000 -2.042 -1.902 0.039 0.162 -0.032 0.07
H -1.662 0.138 1.695 0.091 0.118 -0.032 0.10
H -2.490 1.330 0.671 0.095 -0.265 -0.109 0.09
H -0.872 1.661 1.191 0.160 -0.192 0.106 0.07
H -3.145 -0.249 -0.920 0.225 0.032 0.134 0.07
H -2.305 -1.704 -0.345 0.155 0.132 -0.019 0.08
H -2.024 -1.055 -1.988 0.174 -0.018 0.230 0.07
H -0.404 1.923 -0.996 -0.171 -0.414 -0.154 0.08
```
Forces are in eV/Å.

Calculated values
LUMO: 0.8 eV
structure (SMILES): C[C@H](N)[C@H](C)C(C)(C)O
HOMO-LUMO gap: 9.7 eV
electronic energy: -11072.261 eV

=====

(6)
C7H17NO2 | wB97M-V/def2-TZVPD

The geometry in XYZ format:
```
27
Properties=species:S:1:pos:R:3:forces:R:3:lowdin_charge:R:1
C -1.694 -2.078 -2.134 0.118 0.245 -0.031 -0.07
C -1.154 -0.722 -1.676 -0.433 -0.318 0.199 -0.43
N 0.202 -0.564 -2.180 0.168 0.039 0.066 0.05
C -1.300 -0.620 -0.140 0.281 3.695 0.231 -0.36
C -1.024 1.106 0.255 -1.694 -2.441 -1.468 -0.02
O -0.526 -1.482 0.547 3.055 -0.442 0.393 -0.10
H -2.752 -2.177 -1.896 -0.050 -0.025 0.019 0.08
H -1.154 -2.882 -1.634 0.022 -0.030 0.031 0.08
H -1.555 -2.181 -3.209 -0.041 -0.033 -0.049 0.07
H -1.762 0.072 -2.121 -0.008 -0.024 -0.009 0.13
H 0.815 -1.266 -1.772 -0.095 0.041 -0.071 0.07
H 0.584 0.335 -1.910 0.009 -0.069 -0.021 0.05
H -2.345 -0.743 0.167 0.074 -0.117 -0.146 0.13
H -1.094 1.427 1.291 0.450 -0.358 0.144 0.05
H -0.222 1.548 -0.331 0.224 -0.015 0.289 0.03
H -1.944 1.473 -0.196 -0.069 0.380 -0.092 0.05
H 0.537 -1.191 0.452 -3.139 -1.031 0.321 0.08
C 1.058 0.363 2.621 -0.503 0.046 -0.292 -0.01
C 1.561 0.562 1.219 1.670 -1.356 -0.101 -0.46
C 2.167 1.889 0.876 -0.101 -0.003 -0.318 -0.02
O 1.732 -0.417 0.468 0.104 1.825 0.699 0.03
H 0.289 -0.407 2.626 0.036 -0.067 0.026 0.09
H 1.902 0.027 3.229 0.023 0.035 -0.070 0.10
H 0.661 1.285 3.037 0.047 0.051 0.085 0.08
H 2.412 1.939 -0.184 -0.064 -0.018 0.048 0.09
H 3.099 1.994 1.439 -0.090 -0.033 0.089 0.10
H 1.507 2.708 1.156 0.005 0.022 0.028 0.09
```
Forces are in eV/Å.

Calculated values
LUMO: 0.4 eV
structure (SMILES): C[C@H](N)[C@H](C)O.CC(C)=O
HOMO-LUMO gap: 9.0 eV
electronic energy: -13118.595 eV

=====

(7)
C7H17NO2PS | wB97M-V/def2-TZVPD

The geometry in XYZ format:
```
29
Properties=species:S:1:pos:R:3:forces:R:3:lowdin_charge:R:1
C 3.211 1.302 -0.809 -0.264 -0.446 0.027 -0.37
C 2.631 -0.790 1.034 0.900 0.854 0.386 -0.38
C 1.114 -1.288 -0.788 -0.465 0.113 0.686 -0.19
C -1.751 2.517 -0.159 0.234 -0.184 0.019 -0.06
C -2.493 -2.130 0.039 0.031 -0.025 -0.069 -0.13
C -0.666 2.034 0.779 -0.354 0.529 0.246 -0.23
C -1.642 -1.083 0.744 0.799 0.211 -0.554 -0.26
N 2.041 -1.679 0.164 -0.448 -0.459 -0.991 -0.12
O -1.044 -0.038 -1.748 0.007 0.104 0.085 -0.10
O 0.140 0.978 0.211 0.136 -0.494 -0.131 -0.26
P -0.333 -0.397 -0.383 -0.080 0.268 0.479 0.74
S 4.037 0.163 0.046 -0.198 -0.325 0.398 0.90
H 3.530 1.524 -1.811 0.073 0.064 -0.249 0.02
H 2.436 1.893 -0.359 -0.178 0.126 0.067 0.00
H 1.949 -0.024 1.388 0.085 -0.039 0.083 0.08
H 3.178 -1.279 1.833 -0.061 0.001 0.022 0.09
H 0.982 -1.974 -1.609 0.084 0.011 -0.235 0.08
H -1.322 2.784 -1.121 -0.021 0.059 -0.081 0.09
H -2.505 1.749 -0.317 -0.123 0.012 -0.038 0.07
H -2.231 3.394 0.267 -0.043 0.058 0.060 0.09
H -3.050 -1.689 -0.785 -0.072 -0.016 -0.044 0.07
H -1.880 -2.944 -0.342 -0.005 -0.128 -0.037 0.08
H -3.211 -2.547 0.739 -0.025 -0.054 -0.006 0.09
H -1.082 1.696 1.732 0.116 -0.027 -0.064 0.12
H 0.053 2.833 0.978 -0.105 -0.169 0.039 0.13
H -1.132 -1.518 1.605 0.083 0.061 0.070 0.10
H -2.268 -0.263 1.098 0.122 0.132 -0.015 0.09
H 2.620 -2.461 -0.117 -0.077 0.025 0.128 0.15
H -1.314 -0.765 -2.311 -0.151 -0.264 -0.281 0.10
```
Forces are in eV/Å.

Calculated values
LUMO (spin up / spin down): -4.4 / -3.5 eV
HOMO-LUMO gap (spin up / spin down): 6.3 / 7.9 eV
total charge: +1
electronic energy: -33236.245 eV

=====

(8)
C7H17NO4S | wB97M-V/def2-TZVPD

The geometry in XYZ format:
```
30
Properties=species:S:1:pos:R:3:forces:R:3:lowdin_charge:R:1
C 1.071 2.040 1.327 1.648 -0.332 3.543 -0.09
C 0.835 1.676 -0.074 1.580 0.002 -1.917 -0.41
C -0.239 2.564 -0.780 1.223 -2.050 2.113 -0.02
N 0.577 0.177 -0.077 0.051 2.506 -0.117 -0.20
C -0.529 -0.290 0.689 -2.943 0.485 0.820 -0.37
O -0.327 -0.613 2.054 0.026 -0.279 0.348 -0.03
C -1.338 -1.390 -0.142 -0.012 -0.938 1.325 -0.35
C -2.819 -1.540 0.417 0.141 -2.491 0.196 -0.05
O -1.240 -1.135 -1.530 -0.851 0.798 0.285 -0.07
S 1.883 -0.778 -0.164 0.540 -0.660 -1.357 0.62
C 1.508 -1.633 -1.712 0.842 0.088 2.383 -0.09
O 1.820 -1.716 0.923 0.209 -0.343 0.069 -0.29
O 3.081 0.008 -0.352 -0.742 -0.332 0.096 -0.29
H 0.098 2.064 1.849 0.470 0.011 0.118 0.08
H 1.705 1.164 1.837 -1.305 2.156 -0.939 0.13
H 1.618 3.008 1.577 -0.765 -1.086 -0.789 0.11
H 1.815 1.849 -0.655 -1.564 -0.658 0.736 0.15
H -1.053 2.728 -0.108 -0.748 0.198 0.346 0.07
H -0.558 2.038 -1.630 -0.480 -0.155 -1.559 0.06
H 0.278 3.464 -0.939 0.249 1.296 -0.720 0.07
H -1.310 0.609 0.842 1.770 -1.681 -0.880 0.19
H 0.409 -1.220 2.300 -0.587 0.492 -1.236 0.10
H -0.830 -2.431 -0.019 -0.861 1.739 0.049 0.16
H -3.462 -0.710 0.823 1.171 -0.349 -0.755 0.08
H -2.678 -2.285 1.262 -0.316 1.092 -0.559 0.08
H -3.430 -2.181 -0.308 0.785 1.198 0.643 0.09
H -1.340 -0.175 -1.641 0.001 -0.369 -0.190 0.09
H 0.602 -2.191 -1.551 -0.072 0.020 -0.401 0.04
H 1.493 -0.849 -2.419 -0.308 0.496 -1.036 0.06
H 2.361 -2.253 -1.795 0.850 -0.856 -0.614 0.05
```
Forces are in eV/Å.

Calculated values
LUMO: 0.6 eV
structure (SMILES): CC(C)N([C@H](O)[C@@H](C)O)S(C)(=O)=O
HOMO-LUMO gap: 10.7 eV
electronic energy: -28047.912 eV

=====

(9)
C7H17NOS | wB97M-V/def2-TZVPD

The geometry in XYZ format:
```
27
Properties=species:S:1:pos:R:3:forces:R:3:lowdin_charge:R:1
C -0.384 -1.126 2.975 0.719 0.459 -1.434 -0.40
C -0.462 1.730 -2.441 1.244 2.342 0.365 -0.07
C -1.665 -3.485 2.325 -0.742 1.205 -1.712 -0.25
C 0.660 2.693 -1.997 0.716 -0.051 -1.845 -0.18
C 1.562 1.144 -0.144 -0.930 0.228 -1.480 -0.10
C 1.517 -0.187 -0.124 1.200 1.260 -0.087 0.02
C 1.878 1.958 -1.395 1.889 0.118 0.850 -0.41
N -2.523 -1.278 1.098 -0.822 1.418 -0.027 -0.26
O 2.467 1.133 -2.364 0.078 -1.819 -1.031 -0.06
S -0.980 -1.935 1.691 0.140 0.170 -0.270 0.81
H -0.556 -1.301 3.999 -0.780 -0.129 0.812 -0.02
H 0.253 -0.286 2.671 -0.100 -0.543 0.302 -0.02
H -0.505 1.046 -1.681 -0.875 -2.087 1.723 0.03
H -1.401 2.188 -2.671 -0.486 0.432 0.141 0.07
H -0.093 1.289 -3.296 0.504 -1.392 -1.934 0.05
H -2.051 -3.319 3.301 -0.725 0.147 0.669 0.04
H -2.408 -3.822 1.557 0.621 0.117 1.013 0.07
H -0.823 -4.107 2.386 1.022 -1.173 -0.017 0.02
H 0.284 3.416 -1.310 -0.087 0.791 0.476 0.09
H 1.052 3.172 -2.957 -0.435 -0.087 1.487 0.13
H 1.081 1.674 0.673 0.146 0.083 0.022 0.11
H -2.859 -1.662 0.220 0.239 -0.706 -0.084 0.01
H 1.148 -0.559 0.765 -0.606 -1.276 1.541 -0.03
H 2.021 -0.900 -0.766 -0.290 0.138 -0.339 0.07
H 2.790 2.629 -1.197 -1.825 -0.040 0.256 0.16
H -2.408 -0.274 0.830 0.332 -0.997 0.798 0.04
H 2.405 0.171 -2.148 -0.146 1.390 -0.195 0.08
```
Forces are in eV/Å.

Calculated values
LUMO: 0.6 eV
HOMO-LUMO gap: 8.3 eV
electronic energy: -21903.198 eV